(1)
DFT (ωB97M-V/def2-TZVPD) results for a 2-piece molecular cluster, C35H37N2O overall in a non-equilibrium geometry.

## Properties
* charge: +1
* lowest unoccupied orbital energy: -5.0 eV
* Kohn-Sham gap: 5.7 eV
* highest occupied orbital energy: -10.706 eV

XYZ file:
```
75
Properties=species:S:1:pos:R:3:mulliken_charge:R:1
C 2.7975 -3.8913 -1.4779 -2.031
C 2.5681 -2.5207 -1.9599 0.843
N 3.4769 -1.8725 -2.7379 0.325
C 4.7504 -2.4289 -3.1632 -1.016
C 2.9696 -0.6438 -3.1609 0.003
C 1.6800 -0.4954 -2.6045 1.048
C 0.9737 0.6745 -2.8603 -0.275
C 1.5814 1.6734 -3.6380 -0.947
C 2.8659 1.4942 -4.1869 -0.643
C 3.5858 0.3149 -3.9510 -1.020
C 1.4257 -1.6893 -1.7966 0.275
C 0.2798 -1.9043 -1.0046 -1.135
C -1.0338 -1.8350 -1.6275 0.135
C -2.1014 -1.1042 -1.0580 0.269
C -3.3109 -0.9883 -1.7317 -0.601
C -3.5530 -1.7179 -2.9007 0.797
C -4.9010 -1.7034 -3.5441 -1.297
C -2.5186 -2.4861 -3.4513 -0.986
C -1.2794 -2.5348 -2.8364 -0.557
H 1.9213 -4.2261 -0.9133 0.399
H 2.9418 -4.6059 -2.3042 0.419
H 3.6811 -3.9392 -0.8222 0.457
H 5.4221 -1.6033 -3.4235 0.365
H 5.1788 -3.0265 -2.3504 0.365
H 4.6308 -3.0753 -4.0463 0.330
H -0.0307 0.7880 -2.4585 0.521
H 1.0539 2.6134 -3.8199 0.431
H 3.3053 2.2879 -4.7913 0.404
H 4.5853 0.1376 -4.3445 0.327
H 0.3703 -2.4833 -0.0825 1.286
H -1.9568 -0.6088 -0.0922 0.135
H -4.0908 -0.3364 -1.3321 0.536
H -4.9538 -2.4685 -4.3256 0.397
H -5.6952 -1.9033 -2.8143 0.348
H -5.1211 -0.7349 -4.0104 0.298
H -2.6942 -3.0496 -4.3721 0.335
H -0.4718 -3.1354 -3.2625 0.392
O 0.6109 2.4206 1.5362 -0.843
C -0.2532 1.5897 2.2978 2.471
C -0.4443 2.3433 3.6214 -0.318
C -0.7250 3.7026 3.5319 -0.442
C -0.9130 4.4556 4.6945 -0.852
C -0.7851 3.8440 5.9467 -0.438
C -0.5342 2.4737 6.0367 -1.078
C -0.3898 1.7128 4.8693 0.222
C -1.6248 1.4682 1.5964 -0.972
C -1.8936 2.0567 0.3581 0.386
C -3.2108 2.0946 -0.1159 -1.052
C -4.2468 1.5161 0.6216 -0.575
C -3.9778 0.9538 1.8735 -0.942
C -2.6703 0.9333 2.3580 -0.237
C 0.4193 0.2182 2.4952 -0.340
C 1.7718 0.3354 3.2478 -1.020
C 2.8056 -0.3624 2.3537 -0.747
C 1.9931 -1.0542 1.2464 -0.225
N 0.7347 -0.3593 1.2153 0.546
H 0.9129 1.9255 0.7489 0.440
H -0.8064 4.1674 2.5478 0.398
H -1.1669 5.5130 4.6044 0.393
H -0.8845 4.4402 6.8524 0.406
H -0.4572 1.9747 7.0053 0.407
H -0.2439 0.6310 4.9386 0.420
H -1.0952 2.5247 -0.2203 0.554
H -3.4295 2.6002 -1.0590 0.384
H -5.2690 1.5408 0.2379 0.485
H -4.7806 0.5608 2.4986 0.445
H -2.4565 0.5626 3.3633 0.387
H -0.2739 -0.4475 3.0493 0.562
H 2.0441 1.3866 3.4193 0.277
H 1.6923 -0.1484 4.2293 0.476
H 3.4538 0.3969 1.9003 0.351
H 3.4312 -1.0659 2.9081 0.340
H 2.4856 -0.9702 0.2737 -0.073
H 1.8880 -2.1334 1.4579 0.269
H -0.0439 -0.7728 0.7168 -0.394
```

---

(2)
DFT (ωB97M-V/def2-TZVPD) results for C35H38BaFN3O3Si as an isolated structure in a non-equilibrium geometry.

## Properties
* lowest unoccupied orbital energy (spin up / spin down): -0.4 / -0.4 eV
* Kohn-Sham gap (spin up / spin down): 3.1 / 6.3 eV
* highest occupied orbital energy (spin up / spin down): -3.520 / -6.755 eV

XYZ file:
```
82
Properties=species:S:1:pos:R:3:mulliken_charge:R:1
C 0.5062 1.9893 -0.0823 -0.082
C 0.9072 2.2583 -1.4193 -0.753
C -0.2673 2.4245 -2.2039 -0.483
H 1.9382 2.3891 -1.7514 0.329
C -1.3919 2.2905 -1.3407 -0.714
C -0.9133 2.0003 -0.0334 -0.442
H -1.5153 1.9112 0.8760 0.315
H 1.1700 1.9192 0.7823 0.268
H -0.2954 2.7094 -3.2545 0.470
H -2.4365 2.4389 -1.6151 0.387
Ba -0.1810 -0.6264 -1.4794 1.700
C -0.7846 -0.7959 -5.1960 -1.276
H -1.5004 -0.0745 -4.8170 0.614
H -0.6967 -1.3466 -4.2549 -0.001
H 0.0935 -0.1831 -5.0742 0.529
Si -0.6976 -1.6152 -7.4153 0.252
C 1.0278 -1.5322 -8.0877 0.214
C 1.6911 -0.3138 -7.8974 -0.029
H 1.1699 0.5239 -7.4408 0.360
C 3.0296 -0.1623 -8.2667 -0.764
H 3.5448 0.7777 -8.0693 0.353
C 3.7125 -1.2205 -8.8736 -0.344
H 4.7648 -1.1074 -9.1537 0.359
C 3.0448 -2.4300 -9.1147 -0.451
H 3.5862 -3.2519 -9.5900 0.359
C 1.7084 -2.5790 -8.7378 -0.412
H 1.1896 -3.5123 -8.9344 0.341
C -1.7413 -0.2623 -8.0928 0.459
C -1.5382 0.3853 -9.3183 -0.314
H -0.7823 0.0272 -10.0120 0.388
C -2.2906 1.5210 -9.6473 -0.501
H -2.1163 2.0452 -10.5920 0.356
C -3.2608 2.0021 -8.7591 -0.368
H -3.8360 2.8989 -9.0036 0.359
C -3.5024 1.3248 -7.5577 -0.687
H -4.2480 1.7024 -6.8552 0.366
C -2.7727 0.1784 -7.2566 -0.429
H -2.9439 -0.3352 -6.3159 0.456
H -0.8195 -1.9949 -5.9520 0.102
H -1.3103 -2.8798 -8.0601 -0.295
F -3.4096 0.0226 5.1978 -0.359
C -2.0780 -0.2536 4.9309 0.058
C -1.7159 -0.5361 3.6364 -1.087
C -0.3551 -0.7491 3.3203 0.055
C 0.0710 -0.9595 1.9517 1.592
O -0.6956 -0.8231 0.9312 -1.008
C 1.4526 -1.1911 1.7291 0.472
C 2.3682 -0.9673 2.7208 -0.244
N 1.9850 -0.6277 3.9897 0.189
C 2.9462 -0.3731 5.0076 -0.515
C 4.2206 0.3334 4.6321 -0.937
C 3.2081 1.0205 5.4998 -0.356
C 0.6317 -0.5567 4.3160 -0.502
C 0.2603 -0.2564 5.6378 0.173
C -1.1102 -0.1273 5.9775 -0.133
N -1.4931 0.1239 7.2934 0.485
C -0.7330 1.0210 8.1390 -1.022
C -0.3432 0.3577 9.4447 -1.721
N -1.5768 -0.1645 10.0534 -0.713
C -2.4013 -1.0698 9.2147 -1.755
C -2.7167 -0.3314 7.9124 -0.625
C 1.8315 -1.3781 0.2833 -0.693
O 1.5052 -2.4517 -0.3145 -0.718
O 2.2979 -0.3297 -0.2911 -0.566
H -2.4488 -0.6385 2.8481 0.549
H 3.4521 -0.9863 2.5619 0.604
H 3.0042 -1.1493 5.7722 0.518
H 5.1256 -0.0205 5.1264 0.238
H 4.3423 0.6674 3.5942 0.389
H 2.6264 1.8409 5.0732 0.211
H 3.4680 1.1225 6.5535 0.285
H 1.0268 -0.1335 6.4104 0.637
H -1.3344 1.9251 8.3537 0.399
H 0.1454 1.3690 7.5971 0.512
H 0.3259 -0.4887 9.2838 0.463
H 0.1278 1.0536 10.1457 0.575
H -1.3399 -0.6689 10.9090 1.138
H -2.1764 0.6470 10.2714 0.574
H -3.3110 -1.3405 9.7673 0.709
H -1.8062 -1.9713 9.0290 0.335
H -3.3686 0.5370 8.1251 0.381
H -3.2517 -0.9924 7.2319 0.418
```

---

(3)
DFT (ωB97M-V/def2-TZVPD) results for C35H38CeFN11O4S as an isolated structure in a non-equilibrium geometry.

## Properties
* charge: +1
* lowest unoccupied orbital energy (spin up / spin down): -3.2 / -3.2 eV
* Kohn-Sham gap (spin up / spin down): 6.5 / 6.3 eV
* multiplicity: 2
* highest occupied orbital energy (spin up / spin down): -9.658 / -9.551 eV
* <S²>: 0.8182

XYZ file:
```
91
Properties=species:S:1:pos:R:3:lowdin_spin:R:1
Ce 0.2748 0.6172 0.0996 1.005
C -3.0025 1.8905 -1.0557 0.000
C -3.2435 1.9615 0.4522 0.000
N -2.2916 1.1262 1.1881 -0.001
C -2.1564 1.6311 2.5545 0.000
C -1.2244 2.8178 2.5727 0.000
C -1.3456 3.8233 3.5242 0.000
C -0.4737 4.8995 3.4779 0.000
C 0.4402 4.9711 2.4399 0.000
C 0.4827 3.9349 1.5109 0.000
C 1.4444 3.9627 0.3488 0.000
N 0.9721 3.1888 -0.8001 -0.001
C 0.1136 3.9190 -1.7306 0.000
C -1.3580 3.6771 -1.3910 0.000
N -1.6166 2.2322 -1.3969 -0.002
N -0.3017 2.8596 1.6077 -0.001
H -3.7239 2.5583 -1.5537 0.000
H -3.1837 0.8659 -1.3910 0.000
H -4.2817 1.6730 0.6690 0.000
H -3.1082 2.9919 0.7889 0.000
H -2.6640 0.1721 1.2536 0.000
H -1.7561 0.8352 3.1894 0.000
H -3.1316 1.9173 2.9811 0.000
H -2.1109 3.7741 4.2812 0.000
H -0.5182 5.6713 4.2306 0.000
H 1.1119 5.8118 2.3577 0.000
H 2.3842 3.5011 0.6816 0.000
H 1.6568 5.0081 0.0791 0.000
H 1.8066 2.8648 -1.3004 0.000
H 0.3076 3.5509 -2.7451 0.000
H 0.3202 4.9980 -1.7153 0.000
H -1.9847 4.2003 -2.1276 0.000
H -1.5745 4.0729 -0.3963 0.000
H -1.4686 1.9206 -2.3594 0.000
S 3.0433 1.0135 -0.7166 -0.008
C 2.7738 -0.0456 -2.0771 -0.019
N 3.7667 -0.8422 -2.3999 0.082
N 3.6640 -1.7637 -3.3207 0.081
C 2.6491 -1.8680 -4.3155 0.007
C 1.5925 -2.7589 -4.1570 0.002
C 0.5964 -2.8248 -5.1160 0.000
C 0.6654 -2.0345 -6.2497 0.000
C 1.7408 -1.1822 -6.4317 0.000
C 2.7285 -1.0951 -5.4681 0.002
N 1.6487 -0.1058 -2.8084 -0.023
N 0.4738 0.0943 -2.3188 -0.089
C -0.5354 -0.0369 -3.2834 -0.004
C -1.6938 -0.7522 -2.9641 -0.009
C -2.6814 -0.9197 -3.9173 0.001
C -2.5481 -0.3421 -5.1728 -0.009
C -1.4183 0.4009 -5.4748 0.001
C -0.4025 0.5378 -4.5488 -0.008
H 4.4681 -2.3773 -3.3879 0.001
H 1.5493 -3.3878 -3.2819 0.000
H -0.2380 -3.4977 -4.9817 0.000
H -0.1133 -2.0877 -6.9936 0.000
H 1.8154 -0.5854 -7.3280 0.000
H 3.5656 -0.4273 -5.5980 0.000
H -1.7812 -1.2015 -1.9796 0.000
H -3.5547 -1.5122 -3.6854 0.000
H -3.3224 -0.4741 -5.9126 -0.001
H -1.3221 0.8596 -6.4448 0.000
H 0.4988 1.0864 -4.7787 0.000
C 3.0301 -4.0374 1.1641 0.000
C 2.0939 -4.1330 0.1445 0.000
C 1.5475 -2.9655 -0.3688 0.000
N 1.8908 -1.7477 0.0470 -0.001
C 2.8348 -1.6661 0.9881 0.000
C 3.4164 -2.7743 1.5861 0.000
H 3.4539 -4.9232 1.6137 0.000
H 1.7804 -5.0963 -0.2314 0.000
H 0.7951 -3.0012 -1.1477 0.000
H 3.1493 -0.6644 1.2651 -0.001
H 4.1430 -2.6456 2.3741 0.000
F -0.4928 -0.6261 7.3683 0.000
C -0.0006 -0.4206 6.1433 0.000
C -0.1764 -1.3508 5.1828 0.000
N 0.2695 -1.1652 3.9041 0.000
C -0.0058 -2.1525 2.8764 0.000
C -1.1274 -1.5690 1.9278 0.000
O -2.2231 -1.3805 2.4390 -0.001
O -0.7764 -1.2978 0.7547 -0.003
C 0.8207 0.0310 3.5307 0.000
O 1.0838 0.3121 2.3596 -0.001
N 1.0704 0.9209 4.5347 0.000
C 0.6958 0.8359 5.8900 0.000
O 0.9387 1.7298 6.6508 0.000
H -0.6932 -2.2759 5.3918 0.000
H -0.3638 -3.0657 3.3492 0.000
H 0.9000 -2.3537 2.3064 0.000
H 1.5394 1.7820 4.2626 0.000
```

---

(4)
DFT (ωB97M-V/def2-TZVPD) results for C35H38Cl2N8O4RuSe as an isolated structure.

## Properties
* charge: +1
* lowest unoccupied orbital energy (spin up / spin down): -3.1 / -5.4 eV
* Kohn-Sham gap (spin up / spin down): 5.0 / 5.0 eV
* multiplicity: 6
* highest occupied orbital energy (spin up / spin down): -8.041 / -10.410 eV
* <S²>: 8.7977

XYZ file:
```
89
Properties=species:S:1:pos:R:3:lowdin_spin:R:1
Ru 0.0123 0.1653 0.0653 2.427
Cl -3.7978 2.0046 5.3741 0.009
C -3.2196 1.7488 3.7838 0.051
C -2.1478 0.9377 3.5951 0.061
C -1.6381 0.7558 2.2789 0.120
N -0.6027 -0.0059 1.9432 0.263
C 0.1333 -0.9419 2.7805 0.158
O 0.0569 -0.9074 4.0088 0.209
C 0.9025 -1.8170 1.9811 0.177
C 1.7627 -2.7874 2.5524 0.043
C 2.4757 -3.6181 1.7505 0.101
C 2.3389 -3.5171 0.3256 0.113
C 1.5215 -2.5623 -0.1864 0.039
N 0.8124 -1.6988 0.5813 0.257
C -2.2908 1.4419 1.1595 0.163
C -3.4158 2.2239 1.3842 -0.017
C -3.8700 2.3913 2.6738 0.179
Cl -5.2181 3.4055 2.9360 0.070
N -1.6684 1.2286 -0.0485 0.138
C -2.0585 1.6952 -1.2733 0.035
O -2.9884 2.4252 -1.5214 0.068
C -1.1486 1.1745 -2.3830 0.010
C -1.3896 1.5024 -3.6911 0.000
C -0.5139 1.0364 -4.6679 0.010
C 0.5680 0.2682 -4.2910 0.002
C 0.7346 -0.0385 -2.9502 0.013
N -0.1142 0.4004 -2.0206 0.024
H -1.6691 0.4364 4.4214 0.002
H 1.8177 -2.8413 3.6317 0.001
H 3.1341 -4.3614 2.1805 0.004
H 2.8532 -4.1965 -0.3391 0.006
H 1.3875 -2.4668 -1.2575 0.000
H -3.9100 2.7146 0.5610 -0.003
H -2.2509 2.1155 -3.9189 0.000
H -0.6775 1.2758 -5.7111 0.000
H 1.2742 -0.1071 -5.0185 0.000
H 1.5663 -0.6318 -2.5950 0.001
C 4.8418 -0.4366 -0.8539 0.001
O 4.6278 -0.1255 0.5297 0.004
C 3.4015 0.2829 0.8737 0.008
O 2.4755 0.3749 0.0829 0.060
N 3.3527 0.5553 2.1861 0.003
N 2.1554 0.9457 2.7812 0.016
H 5.9185 -0.4541 -0.9858 0.000
H 4.3922 0.3206 -1.4904 0.000
H 4.4165 -1.4137 -1.0768 0.001
H 4.2065 0.4595 2.7131 0.000
H 2.1970 1.9179 3.0625 0.000
H 1.9347 0.3453 3.5649 0.001
C 1.9089 5.1422 3.1117 0.001
C 0.6725 4.5042 3.7430 0.000
C -0.6599 5.0773 3.2574 0.001
C -1.0690 4.6500 1.8541 0.004
N -0.3433 5.2971 0.7622 0.008
C 0.4831 4.6652 -0.0961 0.024
Se 1.1684 2.9368 0.0699 0.104
N 0.8925 5.5678 -1.0122 0.012
C 1.7312 5.2755 -2.1784 0.002
C 1.0186 4.4716 -3.2582 0.001
C -0.1699 5.1525 -3.9450 0.000
C -1.4506 5.2528 -3.1073 0.000
C 0.3334 6.8121 -0.7222 0.002
C 0.4486 8.0449 -1.3484 0.001
C -0.2791 9.0914 -0.8093 0.002
C -1.0980 8.9099 0.3119 0.002
C -1.2054 7.6789 0.9348 0.001
C -0.4644 6.6368 0.3965 0.001
H 2.8195 4.8176 3.6195 0.000
H 1.8646 6.2319 3.1934 0.000
H 2.0113 4.8850 2.0560 0.001
H 0.7191 4.6415 4.8252 0.000
H 0.6762 3.4221 3.5663 0.000
H -0.6357 6.1680 3.3330 0.000
H -1.4625 4.7384 3.9196 0.000
H -2.1338 4.8317 1.6899 0.000
H -0.8864 3.5849 1.7341 0.003
H 2.6111 4.7401 -1.8278 0.001
H 2.0561 6.2362 -2.5754 0.000
H 0.7010 3.5198 -2.8231 0.001
H 1.7800 4.2335 -4.0065 0.000
H -0.3907 4.5803 -4.8500 0.000
H 0.1240 6.1493 -4.2897 0.000
H -1.6528 4.3204 -2.5745 0.000
H -2.3126 5.4640 -3.7425 0.000
H -1.4051 6.0505 -2.3676 0.000
H 1.0663 8.1880 -2.2246 0.000
H -0.2166 10.0700 -1.2662 0.000
H -1.6599 9.7499 0.6983 0.000
H -1.8490 7.5396 1.7929 0.000
```

---

(5)
DFT (ωB97M-V/def2-TZVPD) results for C35H38IrNO2P2S as an isolated structure in a non-equilibrium geometry.

## Properties
* charge: +2
* lowest unoccupied orbital energy: -7.4 eV
* Kohn-Sham gap: 5.8 eV
* highest occupied orbital energy: -13.253 eV

XYZ file:
```
80
Properties=species:S:1:pos:R:3:mulliken_charge:R:1
Ir 1.8664 -0.1803 -0.1960 2.716
S 3.5103 -1.8191 0.0588 -0.318
C 2.8539 -1.8359 1.6672 0.463
C 3.1761 -2.6555 2.7351 -0.683
C 2.4465 -2.4888 3.9009 -0.353
C 1.4306 -1.5312 3.9652 -0.840
C 1.1597 -0.7604 2.8584 -0.216
N 1.8822 -0.9169 1.7399 0.342
H 3.9563 -3.3975 2.6420 0.526
H 2.6547 -3.1121 4.7604 0.458
H 0.8528 -1.3885 4.8662 0.510
H 0.3735 -0.0161 2.8405 0.276
C -0.9060 0.1367 -1.9039 -1.468
C -0.8808 1.4673 -1.1291 -1.027
P -1.4566 1.2668 0.6269 1.783
C -0.8596 2.8015 1.4090 0.140
C -1.6986 3.7969 1.9039 -0.888
C -1.1598 4.8982 2.5584 -0.735
C 0.2115 5.0125 2.7328 -0.718
C 1.0534 4.0167 2.2559 -0.989
C 0.5120 2.9121 1.6188 -0.270
C -3.2540 1.4414 0.4925 0.437
C -3.8538 2.4459 -0.2715 -0.413
C -5.2343 2.5428 -0.3262 -0.753
C -6.0248 1.6364 0.3714 -0.523
C -5.4360 0.6466 1.1429 -0.692
C -4.0520 0.5495 1.2051 -0.652
P -0.0303 -1.2089 -1.0328 -0.365
C -1.2001 -2.0696 0.0391 1.582
C -0.6794 -2.8621 1.0624 -0.767
C -1.5132 -3.6758 1.8109 -0.844
C -2.8744 -3.7076 1.5406 -0.750
C -3.3970 -2.9194 0.5260 -0.931
C -2.5667 -2.1028 -0.2271 -0.248
C 0.3594 -2.4849 -2.2763 0.912
C 1.6598 -2.6438 -2.7575 -0.231
C 1.9485 -3.5966 -3.7215 -1.151
C 0.9385 -4.4134 -4.2070 -0.663
C -0.3516 -4.2857 -3.7140 -0.747
C -0.6432 -3.3324 -2.7518 -0.552
H -0.4405 0.2674 -2.8815 0.562
H -1.9330 -0.1909 -2.0678 0.877
H -1.4929 2.1996 -1.6589 0.992
H 0.1408 1.8591 -1.0739 -0.331
H -2.7698 3.7208 1.7750 0.435
H -1.8183 5.6696 2.9346 0.436
H 0.6212 5.8678 3.2528 0.410
H 2.1241 4.0908 2.4033 0.494
H 1.1687 2.1066 1.2986 0.732
H -3.2477 3.1704 -0.8033 0.374
H -5.6954 3.3309 -0.9064 0.430
H -7.1025 1.7067 0.3114 0.428
H -6.0523 -0.0484 1.6976 0.449
H -3.5869 -0.2170 1.8141 0.443
H 0.3840 -2.8551 1.2554 0.382
H -1.1004 -4.2976 2.5943 0.469
H -3.5255 -4.3519 2.1156 0.452
H -4.4567 -2.9443 0.3097 0.492
H -3.0043 -1.4998 -1.0119 0.314
H 2.4566 -2.0335 -2.3593 0.282
H 2.9603 -3.7073 -4.0885 0.454
H 1.1598 -5.1584 -4.9593 0.426
H -1.1353 -4.9376 -4.0754 0.463
H -1.6505 -3.2608 -2.3663 0.375
C 2.2788 0.4583 -3.5354 -1.111
O 2.2530 0.9742 -2.1891 -0.253
C 3.2270 2.0272 -2.0465 -0.559
C 3.0688 2.6527 -0.6929 -0.754
O 3.2013 1.6588 0.3213 -0.172
C 4.5495 1.4581 0.7928 -0.918
H 1.9460 1.2386 -4.2203 0.284
H 1.6081 -0.3892 -3.5911 0.400
H 3.2891 0.1422 -3.8005 0.399
H 3.0568 2.7783 -2.8212 0.487
H 4.2277 1.6070 -2.1852 0.393
H 2.0728 3.0835 -0.5781 0.228
H 3.8046 3.4459 -0.5494 0.513
H 4.8830 2.3564 1.3121 0.287
H 5.2282 1.2313 -0.0297 0.332
H 4.5282 0.6232 1.4867 0.245
```